# C8H18N2

The molecule C8H18N2 (ωB97M-V/def2-TZVPD, OMol25).

Geometry as XYZ:
```
28
Properties=species:S:1:pos:R:3:forces:R:3:nbo_charge:R:1
C -1.7316 0.2617 -1.2020 0.48 0.45 -0.21 -0.262
C -1.7730 -0.7983 -0.2303 -0.29 -0.12 -0.34 -0.455
C -2.0550 -0.1969 -2.6289 0.17 0.11 0.11 -0.596
C 0.1891 1.4661 0.3077 -0.58 -0.09 -1.30 -0.164
N 0.1425 0.3817 1.1486 -0.50 -1.04 0.16 -0.568
H -2.3526 1.1165 -0.9323 0.08 0.04 0.03 0.216
H -0.7009 -0.2860 0.8029 0.92 0.65 0.45 0.365
H -1.4967 -1.7972 -0.5527 0.06 0.01 0.03 0.198
H -2.4953 -0.7578 0.5782 0.12 0.04 0.09 0.218
H -3.0849 -0.5514 -2.6925 0.04 -0.01 0.01 0.212
H -1.9132 0.6432 -3.3120 -0.02 -0.03 0.00 0.227
H -1.3900 -1.0093 -2.9338 -0.02 0.00 0.01 0.201
H 1.1742 1.9021 0.1807 0.03 0.02 0.08 0.206
H -0.5880 2.2076 0.4779 0.06 0.08 0.03 0.201
C 1.3900 -0.3929 1.2951 -0.05 0.10 0.11 -0.049
C 1.0651 -1.8206 1.7259 0.04 0.17 -0.03 -0.615
C 2.2759 0.3025 2.3336 -0.07 -0.12 -0.13 -0.607
C -0.1422 0.9520 -1.3832 -0.16 -0.80 1.47 -0.002
N -0.1008 1.9585 -2.2161 -0.11 0.56 -0.48 -0.633
H 1.9364 -0.4270 0.3416 -0.02 -0.01 0.01 0.170
H 0.6450 1.8560 -2.9029 -0.04 -0.02 0.02 0.328
H 0.5566 0.1055 -1.5108 -0.09 -0.03 -0.10 0.143
H 0.4823 -1.8116 2.6492 0.00 0.02 0.00 0.212
H 1.9837 -2.3801 1.9069 -0.02 0.01 -0.01 0.215
H 0.4914 -2.3453 0.9616 -0.01 0.00 -0.01 0.211
H 2.5216 1.3209 2.0306 -0.01 -0.01 0.00 0.209
H 3.2093 -0.2484 2.4624 0.00 0.02 -0.01 0.208
H 1.7610 0.3484 3.2947 -0.02 -0.01 -0.02 0.212
```
Positions in Å, forces in eV/Å.

E: -424.96178 a.u.
Orbital gap (spin up / spin down): 0.2745 / 0.2732 hartree
LUMO (spin up / spin down): -0.429 / -0.389 eV
Molar mass: 142.2 g/mol
Relative energy (zero: lowest compared OMol25 entry of this formula, charge and spin): 106.1 kcal/mol